(1)
{"formula": "FHOS", "method": "ωB97M-V/def2-TZVPD", "elements": ["O", "S", "F", "H"], "positions_angstrom": [[1.529569, 1.363915, -0.275578], [0.719618, 0.207552, -0.388209], [-1.470313, -0.981797, 0.076684], [-0.778875, -0.589669, 0.587104]], "forces_ev_per_angstrom": [[2.415, 3.361, 0.407], [-1.352, -2.793, -0.891], [-0.232, -0.229, 0.361], [-0.831, -0.338, 0.124]], "smiles": "O=S.F", "gap_ev": [7.7, 7.7], "relative_energy_kj_mol": 100.5, "e_homo_ev": [-9.643, -9.624]}

***

(2)
{"formula": "C11H20BCl2HfNO2", "method": "ωB97M-V/def2-TZVPD", "elements": ["C", "C", "C", "C", "C", "C", "C", "C", "C", "C", "Hf", "Cl", "Cl", "O", "H", "H", "H", "H", "H", "H", "H", "H", "H", "H", "H", "H", "H", "H", "H", "H", "O", "H", "B", "C", "N", "H", "H", "H"], "positions_angstrom": [[-0.566023, 2.190951, -1.423906], [-1.879716, 1.846274, -0.975258], [-2.256110, 0.627059, -1.619021], [-2.681175, 2.504052, 0.034717], [-1.215259, 0.266581, -2.509005], [-0.157162, 1.206287, -2.364095], [1.160792, 1.116753, -3.020157], [0.244082, 3.329947, -0.957664], [-3.481834, -0.154961, -1.385501], [-1.241950, -0.898955, -3.412932], [1.138703, -0.497863, 1.035479], [-3.065995, 0.537332, 1.929048], [0.241994, 1.411160, 1.978951], [-0.033293, -1.361938, -0.194376], [-2.153165, 3.312413, 0.537416], [-2.923578, 1.674659, 0.926921], [-3.659976, 2.814403, -0.345880], [-3.787962, -0.121548, -0.329649], [-3.342663, -1.209684, -1.652965], [-4.302808, 0.236166, -2.001326], [-1.770165, -1.746421, -2.956323], [-0.231296, -1.220496, -3.684279], [-1.767126, -0.650137, -4.348093], [1.438194, 0.065473, -3.169172], [1.934685, 1.583402, -2.400699], [1.162800, 1.614602, -4.002274], [0.010507, 3.561754, 0.085339], [0.060493, 4.226516, -1.567904], [1.312120, 3.092986, -1.021100], [-0.280534, -2.185260, -0.638678], [2.710429, 0.012991, 0.043719], [3.473992, 0.595577, 0.192334], [1.717798, -3.415659, 4.738298], [1.613709, -2.461745, 3.573960], [1.541395, -1.740844, 2.640916], [1.890780, -4.526503, 4.281734], [0.659612, -3.389419, 5.357327], [2.662343, -3.075238, 5.427874]], "forces_ev_per_angstrom": [[-0.963, -1.415, -0.064], [1.069, -1.148, -1.221], [1.434, 1.091, -0.229], [-0.800, -0.222, 1.307], [0.266, 0.907, 0.772], [-0.932, -0.361, 0.409], [0.208, 0.036, -0.280], [0.084, 0.348, 0.027], [-0.649, -0.051, 0.227], [0.013, -0.117, -0.259], [-2.014, 1.702, -2.166], [-0.565, -3.325, 3.368], [0.207, 0.304, 0.451], [0.431, -1.260, 0.290], [-0.074, 0.483, -0.043], [0.572, 3.209, -2.975], [-0.153, 0.444, -0.001], [0.019, 0.010, -0.370], [-0.067, -0.012, -0.025], [-0.356, -0.166, -0.009], [0.030, -0.102, -0.121], [0.045, -0.136, -0.071], [-0.004, -0.306, -0.150], [0.188, 0.066, -0.114], [0.123, -0.022, -0.123], [0.318, -0.033, -0.132], [0.080, 0.188, -0.041], [0.162, 0.245, 0.134], [0.100, 0.153, 0.045], [-0.117, 0.802, 0.067], [1.492, 0.223, 0.305], [-0.698, -0.386, -0.254], [-0.114, -0.827, 1.200], [-0.214, 1.860, -2.508], [0.619, -2.384, 2.954], [0.052, 0.055, -0.096], [0.315, 0.121, -0.203], [-0.105, 0.029, -0.098]], "gap_ev": 2.8, "charge": -2, "relative_energy_kj_mol": 258.5, "e_homo_ev": 1.417}

***

(3)
{"formula": "C41H32AsLaN5O5SSe", "method": "ωB97M-V/def2-TZVPD", "elements": ["La", "O", "C", "N", "C", "C", "C", "C", "C", "C", "N", "C", "C", "C", "C", "C", "N", "H", "H", "H", "H", "H", "H", "H", "H", "H", "H", "S", "C", "C", "C", "C", "C", "C", "As", "C", "C", "C", "C", "C", "C", "C", "C", "C", "C", "C", "C", "H", "H", "H", "H", "H", "H", "H", "H", "H", "H", "H", "H", "H", "H", "O", "C", "O", "C", "C", "N", "N", "C", "C", "O", "O", "H", "H", "H", "Se", "C", "C", "C", "C", "C", "C", "H", "H", "H", "H", "H"], "positions_angstrom": [[10.526216, 12.192037, 12.212744], [14.734650, 14.258026, 12.597867], [13.668155, 13.816356, 12.229719], [12.588541, 13.704511, 13.043774], [12.819255, 13.771009, 14.476647], [12.975928, 12.404685, 15.043168], [14.301003, 12.057052, 15.560467], [14.524904, 10.775419, 15.970713], [13.580017, 9.810476, 15.720440], [12.374610, 10.221306, 15.201098], [12.087657, 11.508494, 14.907159], [13.531969, 13.369419, 10.828427], [14.633666, 13.303363, 9.910916], [14.382003, 12.896476, 8.593039], [13.080079, 12.586442, 8.188263], [12.083731, 12.695054, 9.165460], [12.339124, 12.995946, 10.411558], [13.800671, 14.375699, 14.637179], [12.054749, 14.416619, 14.937712], [15.051223, 12.821802, 15.485174], [15.499290, 10.537346, 16.422953], [13.766688, 8.754847, 15.888770], [11.526080, 9.520719, 14.953516], [15.663998, 13.443462, 10.239775], [15.081493, 13.087935, 7.772939], [12.837669, 12.115641, 7.231663], [11.029695, 12.687325, 8.944308], [9.174179, 14.814685, 10.907794], [10.240084, 16.076711, 11.430620], [10.254084, 16.563496, 12.804360], [11.134761, 17.521301, 13.228632], [11.913716, 18.205562, 12.299604], [11.685744, 17.936878, 10.897415], [10.979906, 16.795637, 10.459985], [10.285396, 16.440765, 8.639226], [11.638196, 17.702807, 7.819391], [12.961336, 17.566564, 8.218533], [13.932483, 18.329153, 7.569596], [13.625968, 19.081676, 6.431688], [12.312885, 19.097221, 5.955685], [11.341763, 18.578909, 6.750495], [8.815401, 17.675533, 8.676340], [7.583356, 17.184831, 8.305761], [6.412244, 17.903983, 8.527722], [6.480696, 19.278969, 8.780429], [7.774597, 19.883108, 9.001574], [8.941565, 19.055769, 8.940705], [9.473893, 16.236968, 13.567238], [11.085661, 17.957932, 14.224832], [12.447013, 19.082612, 12.555897], [12.071809, 18.668412, 10.180559], [13.205720, 17.004917, 9.118903], [14.922188, 18.548412, 8.057817], [14.418275, 19.613413, 5.867359], [12.052597, 19.622940, 5.034853], [10.275168, 18.881723, 6.547624], [7.535089, 16.181383, 7.780464], [5.502328, 17.341003, 8.492242], [5.542088, 19.849345, 8.960853], [7.879190, 20.892133, 9.399879], [9.852490, 19.498154, 9.151571], [9.251599, 7.064481, 9.065719], [8.694884, 8.025513, 8.403057], [8.172972, 7.881622, 7.298430], [8.691298, 9.342836, 9.064523], [7.909157, 10.440813, 8.743818], [8.229336, 11.455790, 9.566636], [9.216991, 11.158305, 10.438823], [9.511881, 9.860703, 10.125106], [10.549432, 9.243546, 10.979928], [10.740380, 8.000384, 10.864564], [11.095955, 10.110234, 11.827941], [9.811040, 7.316113, 9.893376], [7.162252, 10.443985, 7.884306], [7.789505, 12.377726, 9.631350], [8.108074, 12.593307, 14.271510], [8.215427, 10.693197, 14.340064], [8.699436, 10.113736, 15.535920], [8.706634, 8.726044, 15.655886], [8.282088, 7.898588, 14.587235], [7.868094, 8.428200, 13.406443], [7.800081, 9.835940, 13.290568], [8.945595, 10.812297, 16.339294], [9.024062, 8.292679, 16.607436], [8.252981, 6.779252, 14.722189], [7.457311, 7.816184, 12.586946], [7.360977, 10.240783, 12.403901]], "forces_ev_per_angstrom": [[0.252, 4.604, 3.336], [2.402, 0.537, 0.006], [-1.478, 0.070, 2.347], [-0.947, -1.685, -1.588], [1.603, 2.748, -0.476], [4.513, 1.016, 0.926], [-2.156, 0.771, -0.717], [1.751, 0.525, 0.231], [-1.104, -0.775, -0.010], [-1.412, -0.623, -0.448], [-2.400, -2.067, -0.891], [1.491, -0.778, -1.955], [-0.685, -0.340, 0.384], [-0.604, 1.016, -0.260], [-0.458, -0.520, 0.913], [0.479, -0.127, -1.491], [-0.922, 0.693, 1.115], [-1.449, -1.104, -0.047], [-0.140, -0.634, 0.046], [0.275, 0.112, 0.449], [-0.449, -0.109, -0.343], [-0.062, 0.158, 0.135], [1.191, 0.594, 0.411], [-0.488, 0.517, 0.050], [0.400, -0.740, 0.623], [0.150, 0.771, 0.076], [-0.295, -0.614, -0.382], [-0.441, -1.153, 0.214], [0.442, 1.126, 1.605], [-1.266, -1.563, -0.149], [0.221, 1.068, -0.353], [-1.416, -0.889, -2.808], [0.653, -0.011, 1.507], [-0.944, 0.807, 1.143], [1.968, 0.586, -0.245], [-0.609, -0.109, -0.356], [0.214, 0.475, -0.289], [1.135, 1.256, 0.475], [0.550, -0.520, -0.592], [1.085, 1.091, -0.241], [-2.282, -0.902, 0.583], [0.098, 1.452, -0.702], [-0.314, -1.405, -0.414], [0.615, 0.892, -0.556], [0.818, 0.303, 1.184], [-0.229, -2.012, -0.121], [-3.570, -0.319, 0.158], [1.127, -0.107, -1.347], [0.036, -0.529, 0.070], [0.621, 0.621, 0.318], [0.025, -0.440, 0.282], [0.082, -0.067, -0.395], [-0.887, -0.838, -0.650], [-0.534, -0.354, 0.563], [0.099, 0.050, 0.339], [1.076, -0.827, 0.057], [-0.063, 0.966, 1.271], [-0.645, 0.210, -0.335], [0.899, -0.380, -0.199], [-0.159, -0.076, -0.531], [1.797, 0.615, 0.496], [0.490, -1.269, 0.368], [-0.795, 0.219, -1.512], [0.500, 0.164, 1.380], [0.966, 1.910, 1.446], [-0.884, -0.472, -1.319], [-0.367, 0.641, -0.048], [-1.450, -2.669, -2.962], [-0.679, 0.892, 0.017], [0.788, -0.929, 1.198], [0.335, 2.512, 0.926], [-0.134, -4.429, -2.190], [-0.360, 0.471, -0.662], [1.035, 0.455, 1.592], [0.317, -0.399, -0.102], [0.341, 0.090, -0.826], [-0.031, -0.607, -0.209], [-0.539, -0.463, -0.621], [-0.020, 0.131, -0.087], [0.613, -1.744, 1.566], [-0.831, 1.394, -0.821], [0.520, -0.336, 0.895], [0.159, -0.515, -0.133], [-0.096, -0.058, -0.340], [0.173, 1.343, -0.056], [0.426, 0.213, 0.484], [-0.136, 0.419, -0.406]], "gap_ev": 6.5, "charge": -1, "e_homo_ev": -4.880}

***

(4)
{"formula": "C2H4S2", "method": "ωB97M-V/def2-TZVPD", "elements": ["C", "C", "H", "H", "H", "H", "S", "S"], "positions_angstrom": [[-0.296438, 0.695617, -0.010106], [-0.394409, -0.645856, -0.199205], [0.779127, 1.434498, -0.356526], [-0.538451, 0.775241, 1.218225], [-1.349546, 1.219339, -0.688924], [2.332559, -0.545499, 0.106820], [1.225895, -1.469683, -0.046307], [-1.758739, -1.463659, -0.023977]], "forces_ev_per_angstrom": [[-1.279, 9.328, 0.279], [2.335, -4.123, 0.645], [-3.433, -2.750, 1.201], [0.804, 0.589, -3.400], [3.309, -1.216, 2.455], [-2.167, -0.607, -0.382], [0.779, -0.298, -0.139], [-0.348, -0.922, -0.658]], "gap_ev": 8.5, "relative_energy_kj_mol": 283.3, "e_homo_ev": -9.028}

***

(5)
{"formula": "C22H35N2O2", "method": "ωB97M-V/def2-TZVPD", "elements": ["C", "C", "C", "C", "C", "C", "C", "C", "C", "O", "C", "C", "C", "C", "C", "C", "N", "O", "C", "C", "C", "C", "C", "H", "H", "H", "H", "H", "H", "H", "H", "H", "H", "H", "H", "H", "H", "H", "H", "H", "H", "H", "H", "H", "H", "H", "H", "H", "H", "H", "H", "H", "H", "H", "H", "C", "C", "N", "H", "H", "H"], "positions_angstrom": [[3.354671, 1.653420, 1.584546], [2.452906, 0.453912, 1.730225], [2.895329, -0.719195, 2.333504], [2.047139, -1.804010, 2.492547], [0.730991, -1.771374, 2.046058], [-0.239171, -2.919706, 2.250361], [0.467014, -4.262291, 2.454507], [-1.100628, -2.597195, 3.485850], [0.297706, -0.595973, 1.422594], [-1.003533, -0.524225, 0.968360], [-1.153490, -0.906882, -0.400246], [-0.789336, 0.206635, -1.391921], [-1.927233, 0.454396, -2.376450], [-1.644943, 1.487574, -3.479287], [-1.901510, 2.934380, -3.003239], [-2.600855, 1.193474, -4.646270], [-0.258178, 1.355961, -4.023409], [0.032433, 2.256563, -4.880824], [0.874435, 1.001125, -3.126873], [2.036071, 0.524913, -4.010724], [1.366232, 2.206256, -2.314714], [0.453343, -0.137860, -2.206032], [1.138607, 0.495839, 1.279296], [3.475907, 2.171038, 2.538019], [4.335732, 1.367896, 1.204784], [2.923076, 2.364887, 0.876473], [3.914549, -0.791511, 2.694749], [2.431256, -2.694680, 2.974283], [-0.881081, -2.981089, 1.370353], [-0.250096, -5.073061, 2.317723], [1.280233, -4.411683, 1.741096], [0.866834, -4.339333, 3.467903], [-1.592812, -3.484538, 3.885820], [-1.836952, -1.822345, 3.260791], [-0.447723, -2.193592, 4.260881], [-2.197690, -1.209003, -0.506488], [-0.526126, -1.787210, -0.584400], [-0.630634, 1.112829, -0.801716], [-2.192118, -0.506119, -2.833989], [-2.816291, 0.788021, -1.834973], [-2.567095, 2.941293, -2.138873], [-0.985674, 3.472209, -2.772965], [-2.394205, 3.499900, -3.795721], [-3.621874, 1.435729, -4.345660], [-2.550006, 0.140067, -4.925894], [-2.314993, 1.802849, -5.503252], [2.546189, 1.377743, -4.459191], [1.662278, -0.087923, -4.831150], [2.755109, -0.031750, -3.410324], [1.773868, 2.962432, -2.986563], [2.184712, 1.861296, -1.675277], [0.604393, 2.659820, -1.683784], [1.288935, -0.401261, -1.554607], [0.180176, -1.005115, -2.820413], [0.764732, 1.403897, 0.818814], [-1.984567, 0.655552, 5.803935], [-1.392094, -0.562650, 6.335535], [-0.921963, -1.530372, 6.732152], [-1.655511, 0.812727, 4.777356], [-3.070530, 0.582978, 5.814475], [-1.685944, 1.514336, 6.402238]], "forces_ev_per_angstrom": [[-0.226, 0.008, -0.177], [0.057, -0.073, 0.067], [0.031, 0.077, 0.000], [0.011, 0.007, 0.002], [-0.158, 0.062, -0.311], [0.191, 0.043, 0.331], [-0.124, 0.042, -0.146], [0.199, 0.219, -0.140], [0.154, -0.206, 0.152], [-0.133, 0.086, -0.017], [0.069, -0.071, 0.063], [-0.107, 0.113, -0.052], [0.039, -0.051, 0.110], [-0.466, -0.327, -0.265], [0.009, 0.076, -0.151], [0.244, 0.035, 0.086], [0.054, 0.832, 0.694], [-0.004, -0.256, -0.326], [0.458, -0.402, -0.030], [-0.172, 0.319, -0.183], [0.176, -0.047, -0.056], [-0.485, 0.141, 0.025], [0.092, 0.180, 0.015], [0.096, -0.037, -0.014], [0.046, 0.004, 0.113], [0.043, -0.003, 0.060], [0.017, 0.044, -0.016], [-0.050, 0.007, -0.004], [-0.009, -0.060, 0.003], [0.017, -0.017, 0.084], [-0.024, -0.003, 0.026], [0.057, -0.019, -0.048], [-0.107, 0.040, -0.080], [-0.055, -0.112, -0.027], [-0.057, -0.184, 0.092], [0.011, 0.079, 0.010], [-0.071, -0.035, -0.049], [0.038, -0.036, -0.044], [0.089, 0.036, -0.060], [-0.030, -0.042, -0.047], [0.086, 0.014, 0.036], [-0.019, -0.059, 0.129], [0.072, -0.012, 0.013], [0.008, -0.030, -0.047], [-0.022, 0.030, -0.040], [-0.107, 0.019, 0.026], [-0.024, -0.045, -0.004], [0.047, -0.173, 0.116], [-0.020, -0.060, -0.016], [-0.155, 0.038, 0.011], [-0.063, 0.044, 0.020], [0.009, -0.047, 0.019], [0.015, -0.054, -0.050], [0.288, -0.082, 0.023], [-0.042, -0.067, 0.008], [-0.057, 0.144, -0.079], [0.002, -0.007, -0.010], [0.015, -0.015, 0.115], [0.024, -0.043, 0.000], [0.002, -0.037, 0.016], [0.020, -0.022, 0.022]], "gap_ev": [8.9, 9.2], "relative_energy_kj_mol": 0.0, "spin_multiplicity": 2, "e_homo_ev": [-8.302, -8.766], "s2": 0.754}

***

(6)
{"formula": "C5H8O2", "method": "ωB97M-V/def2-TZVPD", "elements": ["O", "C", "C", "C", "C", "C", "O", "H", "H", "H", "H", "H", "H", "H", "H"], "positions_angstrom": [[0.647654, 0.253074, 2.783431], [0.234665, 0.702057, 1.746343], [1.126985, 0.731474, 0.507655], [0.253560, 0.688579, -0.770053], [-0.269748, -0.686551, -1.157176], [-1.242143, -1.375125, -0.223349], [-1.015636, -1.747818, 0.894133], [-0.762008, 1.162193, 1.686537], [1.804061, -0.119749, 0.405934], [1.801503, 1.557558, 0.774600], [0.774302, 1.069436, -1.650547], [-0.601845, 1.365461, -0.672086], [0.387044, -1.445527, -1.598292], [-0.917827, -0.501735, -2.029669], [-2.220566, -1.653328, -0.697461]], "forces_ev_per_angstrom": [[-0.435, 0.279, 0.116], [1.494, -1.070, 0.409], [-0.830, -0.550, -0.268], [0.869, 0.890, 0.078], [-1.675, 0.019, -1.089], [-0.069, -0.872, -0.219], [0.132, 0.331, 0.215], [-0.207, 0.118, -0.194], [-0.171, -0.185, 0.778], [-0.336, 0.424, -1.014], [0.248, 0.037, 0.128], [-0.037, -0.104, 0.141], [0.627, 0.236, 0.712], [0.164, 0.187, 0.022], [0.226, 0.260, 0.183]], "smiles": "O=CCCCC=O", "gap_ev": 10.2, "relative_energy_kj_mol": 150.4, "e_homo_ev": -9.552}